(1)
{"formula": "C20H13AsN2O10STa", "method": "the ωB97M-V functional and the def2-TZVPD basis", "symbols": ["O", "Ta", "C", "H", "H", "O", "H", "C", "O", "C", "H", "C", "C", "H", "N", "C", "H", "C", "H", "H", "C", "C", "O", "C", "H", "O", "C", "S", "C", "C", "C", "C", "N", "O", "O", "O", "H", "C", "C", "H", "H", "C", "C", "H", "O", "O", "As", "C"], "positions_angstrom": [[-2.6610, 3.5919, 0.9704], [-1.3068, -0.3777, -0.5565], [-1.9492, 2.2948, -2.8784], [1.2291, -2.0188, 0.1175], [-0.4627, 5.7765, -3.5365], [-2.2425, -3.8710, 1.0219], [0.1283, -0.9367, 2.2002], [2.9756, -1.1504, -0.7104], [-3.5886, 0.4245, -3.7511], [-0.8758, 4.7916, -3.3690], [3.6231, -1.9273, -0.3282], [4.9200, -0.0455, -1.7035], [-1.3281, 4.0237, -4.4297], [-0.6015, 4.9300, -1.2639], [6.0490, -0.0020, -1.9057], [0.7520, -0.1974, -0.9618], [0.6988, 1.6291, -2.1314], [3.5095, -0.0996, -1.4495], [3.0977, 1.7144, -2.5242], [-1.2294, -4.9152, 3.1355], [0.8783, -1.7897, 4.0067], [2.6739, 0.9021, -1.9504], [0.1302, 3.2449, 0.4762], [0.1257, -3.9954, 4.5095], [1.4644, -0.9166, 4.2564], [-1.4018, 1.0873, 0.6237], [0.1240, -1.8074, 2.8465], [-2.6578, 0.6798, -2.7277], [0.8851, -2.8900, 4.8503], [-0.6428, -4.0381, 3.3682], [-1.4908, 3.0471, -1.7915], [-1.4747, -3.0249, 1.3189], [0.1428, -5.1770, 5.3961], [0.8010, -5.0918, 6.4070], [-0.4882, -6.1433, 5.0343], [-3.0833, 0.6107, -1.2997], [-1.2762, 4.3898, -5.4451], [-0.6400, -2.9290, 2.5288], [1.3179, 0.8428, -1.7132], [1.4635, -2.9063, 5.7630], [0.2208, 3.6689, 1.3413], [-0.9588, 4.3043, -2.0708], [-1.8689, 2.7732, -4.1758], [-2.2521, 2.1656, -4.9854], [-1.5126, -0.3364, -2.6309], [-1.3019, -1.9293, 0.4339], [-1.5291, 2.8176, 0.1522], [1.6138, -1.1939, -0.4684]], "de_lowest_kj_mol": 269.84, "total_charge": 1, "multiplicity": 1, "e_homo_ev": -13.2, "largest_force_ha_per_bohr": 0.0213, "orbital_gap_ev": 8.02}


(2)
{"formula": "C20H13ClN2ORhSTe", "method": "the ωB97M-V functional and the def2-TZVPD basis", "symbols": ["N", "H", "H", "H", "C", "H", "C", "O", "Rh", "S", "H", "C", "H", "C", "Cl", "C", "C", "C", "C", "C", "C", "Te", "H", "H", "H", "C", "H", "C", "C", "C", "C", "C", "N", "C", "C", "C", "H", "C", "H", "H"], "positions_angstrom": [[-0.7225, -1.6889, 0.8083], [2.9603, 0.9830, 0.0755], [-0.4376, -3.0938, 5.4387], [-2.2606, -4.6032, 1.3704], [1.8944, 1.1887, 0.0941], [2.5069, -4.9241, 0.7533], [0.5322, -1.2744, 6.0750], [-0.8651, 2.2510, -0.0146], [-0.7949, 0.4067, 0.6463], [0.6306, 0.3302, 5.5138], [1.0341, -1.5652, 6.9835], [0.5660, -2.1230, 0.6680], [4.2255, -3.2447, 0.2075], [1.0200, 5.2714, -0.4078], [3.6422, 5.9289, -0.5347], [0.8990, -3.4849, 0.8023], [2.8622, -1.5880, 0.1892], [2.5957, 3.4740, -0.2003], [2.3443, 4.8039, -0.3686], [0.1819, 3.0266, -0.1012], [-0.1504, -4.3912, 1.0722], [-0.8658, 1.5293, 2.8360], [0.8434, 6.3308, -0.5374], [3.6533, -0.9033, -0.0806], [3.6172, 3.1178, -0.1740], [-1.6777, -2.5608, 1.0455], [0.0747, -5.4440, 1.1870], [1.5298, 2.5504, -0.0663], [-0.2420, -2.0471, 5.2579], [-0.7780, -1.3197, 4.1710], [2.2447, -3.8803, 0.6429], [-0.0345, 4.4087, -0.2776], [1.0969, 0.1660, 0.2307], [3.1949, -2.9475, 0.3426], [-0.3924, -0.0042, 4.1696], [-1.4338, -3.9354, 1.1786], [-2.6820, -2.1648, 1.1384], [1.5682, -1.1680, 0.3613], [-1.4383, -1.7465, 3.4362], [-1.0534, 4.7674, -0.3071]], "total_charge": 1, "multiplicity": 1, "e_homo_ev": [-10.8, -10.8], "largest_force_ha_per_bohr": 0.0271, "orbital_gap_ev": [6.01, 6.01]}


(3)
{"formula": "C20H13N8O4", "method": "the ωB97M-V functional and the def2-TZVPD basis", "symbols": ["H", "C", "C", "O", "C", "C", "C", "O", "H", "H", "N", "C", "C", "H", "C", "N", "N", "H", "C", "N", "H", "O", "N", "N", "H", "C", "H", "C", "C", "H", "C", "C", "H", "H", "O", "C", "C", "C", "N", "N", "H", "C", "H", "C", "C"], "positions_angstrom": [[1.9255, -1.2570, -0.2794], [0.7900, -4.1710, -2.5577], [1.1856, 0.7509, 2.8013], [1.0845, -1.2038, 4.0601], [0.0125, -3.0136, -2.4757], [-3.8157, 0.6579, -1.9581], [0.3925, 1.4457, 3.7318], [-0.9161, 4.7441, 4.3561], [2.4389, 0.1971, -1.6503], [-1.8172, 1.4557, -2.1743], [1.6243, 4.7788, 0.9635], [2.4320, -3.1843, -1.0841], [-1.7688, -0.6321, -1.6582], [-4.5512, -2.5759, -1.1552], [1.5643, 0.8957, -1.6483], [0.8354, 4.7722, 2.0714], [2.0745, 3.5870, 0.6802], [-2.0817, -2.7154, -1.1347], [2.0171, -4.2471, -1.8913], [1.5462, 2.7387, 1.6118], [-0.9156, -2.9396, -3.0444], [-1.1689, 2.8644, 5.4641], [1.4871, -0.6475, 3.0158], [2.3091, 3.3029, -2.2205], [3.3858, -3.2166, -0.5557], [-2.5611, -1.7663, -1.3671], [0.4483, -5.0173, -3.1566], [0.4340, -1.9250, -1.6769], [0.1258, 2.7974, 3.5652], [2.3239, 0.8940, 0.9405], [-3.9549, -1.6892, -1.3838], [1.6284, -2.0543, -0.9563], [-4.3035, 1.6086, -2.1786], [-0.0098, 0.9352, 4.5941], [2.1529, -1.2295, 2.1267], [1.8948, 2.2481, -1.9090], [-2.4210, 0.5799, -1.9466], [-4.5891, -0.4812, -1.6899], [-0.7037, 3.5322, 4.5101], [0.3238, 0.5154, -1.5768], [2.6401, -5.1316, -1.9932], [-0.2985, -0.6500, -1.6261], [-5.6754, -0.4291, -1.7120], [0.7712, 3.4947, 2.4879], [1.7036, 1.3807, 1.6799]], "total_charge": -1, "multiplicity": 1, "e_homo_ev": -3.3, "largest_force_ha_per_bohr": 0.0508, "orbital_gap_ev": 3.49}